1.
{
  "formula": "C4H9N2",
  "method": "ωB97M-V with the def2-TZVPD basis set",
  "species": ["C", "C", "C", "C", "N", "N", "H", "H", "H", "H", "H", "H", "H", "H", "H"],
  "positions_angstrom": [[0.686, 0.284, -0.552], [0.119, 1.988, 1.388], [-1.566, -2.831, -0.836], [1.072, 1.135, 0.618], [-0.423, -2.388, -0.434], [0.978, 1.384, -0.860], [-0.255, 1.471, 2.349], [-0.740, 2.282, 0.826], [0.448, 2.847, 1.892], [-1.816, -3.173, -1.909], [-2.462, -2.709, -0.325], [0.214, -0.722, -0.531], [2.164, 0.872, 0.797], [0.471, -2.534, -0.926], [1.110, 2.093, -1.496]],
  "forces_ev_per_angstrom": [[-2.89, -5.35, 3.45], [-1.05, -2.32, 2.79], [2.74, 0.48, -3.49], [2.41, 0.21, -0.96], [-1.33, -0.46, 0.72], [1.63, 3.62, -0.19], [0.26, 0.03, -1.67], [-0.59, -0.11, -0.61], [1.49, 1.43, -0.12], [1.00, -0.21, 1.53], [-1.16, 0.48, 1.72], [0.03, 0.20, -1.04], [-1.60, 1.00, 0.92], [-1.20, -0.63, -0.75], [0.27, 1.63, -2.28]],
  "gap_ev": 9.272,
  "spin_multiplicity": 1,
  "e_tot_ev": -7262.3273,
  "lumo_energy_ev": -4.59,
  "max_force_ev_per_a": 6.990,
  "total_charge": 1
}

2.
{
  "formula": "C4H9N2",
  "method": "ωB97M-V with the def2-TZVPD basis set",
  "species": ["C", "C", "C", "C", "N", "N", "H", "H", "H", "H", "H", "H", "H", "H", "H"],
  "positions_angstrom": [[0.114, -0.802, 0.333], [-2.198, 0.383, -0.199], [1.014, 0.380, 0.125], [-1.347, -0.625, 0.195], [3.361, 0.181, -0.316], [2.347, -0.133, 0.271], [0.361, -1.302, 1.288], [-3.162, 0.233, 0.183], [-2.483, 0.310, -1.307], [-1.817, 1.364, -0.303], [0.847, 0.982, 1.133], [0.826, 1.092, -0.653], [0.475, -1.541, -0.453], [-1.916, -1.544, 0.589], [3.579, 1.024, -0.887]],
  "forces_ev_per_angstrom": [[-0.55, 0.03, -1.55], [-0.33, 0.98, -2.63], [-0.30, 2.83, 3.66], [1.11, -4.00, 1.56], [1.96, -0.14, 0.73], [0.26, -1.14, -0.43], [-0.28, -0.05, -0.32], [-1.45, 0.27, 0.95], [0.53, -0.76, 0.62], [0.53, 1.31, 0.61], [0.50, -0.68, -1.90], [-0.23, 0.08, -0.97], [-0.97, -0.01, 0.65], [0.94, 1.17, -0.75], [-1.75, 0.10, -0.24]],
  "gap_ev": 5.185,
  "spin_multiplicity": 1,
  "e_tot_ev": -7262.0805,
  "lumo_energy_ev": -7.01,
  "max_force_ev_per_a": 4.636,
  "total_charge": 1
}

3.
{
  "formula": "C4H9N2",
  "method": "ωB97M-V with the def2-TZVPD basis set",
  "species": ["C", "N", "C", "C", "C", "N", "H", "H", "H", "H", "H", "H", "H", "H", "H"],
  "positions_angstrom": [[-1.889, -1.210, -0.182], [-0.422, -0.918, -0.080], [0.075, 0.300, -0.032], [-0.494, 1.722, 0.134], [1.592, 0.281, 0.065], [2.282, -0.834, -0.097], [-1.768, -2.251, 0.198], [-2.536, -0.641, 0.435], [-2.173, -1.232, -1.176], [-1.544, 1.873, 0.038], [0.147, 2.331, -0.402], [-0.185, 2.201, 1.133], [2.047, 1.256, 0.157], [3.215, -1.141, -0.012], [1.654, -1.736, -0.180]],
  "forces_ev_per_angstrom": [[3.18, -2.02, 2.41], [0.42, 3.76, -0.77], [-0.61, -2.18, 1.22], [1.07, -1.34, 2.71], [0.60, -2.04, -1.02], [-4.83, -0.77, 0.32], [-1.39, 0.54, -0.36], [-0.43, 0.79, 0.53], [-0.56, 0.03, -2.08], [-0.56, -0.04, -0.55], [0.56, 1.48, -2.23], [-0.67, -1.40, -0.64], [0.71, -0.13, 0.23], [1.71, 1.00, 0.17], [0.81, 2.32, 0.05]],
  "gap_ev": 9.020,
  "spin_multiplicity": 1,
  "e_tot_ev": -7265.4288,
  "lumo_energy_ev": -5.87,
  "max_force_ev_per_a": 4.904,
  "total_charge": 1
}

4.
{
  "formula": "C4H9N2",
  "method": "ωB97M-V with the def2-TZVPD basis set",
  "species": ["C", "C", "C", "C", "N", "N", "H", "H", "H", "H", "H", "H", "H", "H", "H"],
  "positions_angstrom": [[-1.758, -0.894, -0.074], [-2.673, 0.259, 0.025], [-1.566, 1.064, -0.247], [2.290, 0.123, -0.574], [-0.737, 0.126, 0.070], [2.218, -0.218, 0.877], [-2.042, -1.675, 0.724], [-1.650, -1.308, -1.027], [-3.624, 0.354, 0.559], [-1.148, 2.077, -0.329], [1.667, -0.504, -1.196], [2.070, 1.164, -0.769], [3.322, -0.068, -0.646], [1.524, -0.998, 1.003], [2.108, 0.497, 1.604]],
  "forces_ev_per_angstrom": [[-2.45, -3.56, 1.51], [0.39, -0.08, -0.03], [1.80, 3.39, -0.49], [-0.01, 0.58, 2.32], [-0.26, 0.09, 1.54], [-2.03, -1.70, 0.47], [1.36, 0.94, -1.06], [-0.18, -1.00, -1.36], [0.37, 0.30, 0.06], [-1.18, -0.05, -0.27], [-0.01, -0.35, -0.08], [-0.03, 0.30, -0.15], [1.24, -0.01, -1.86], [1.15, 1.41, 0.35], [-0.15, -0.26, -0.94]],
  "gap_ev": [3.667, 3.635],
  "spin_multiplicity": 1,
  "e_tot_ev": -7261.1242,
  "lumo_energy_ev": [-8.14, -8.15],
  "max_force_ev_per_a": 4.578,
  "total_charge": 1
}

5.
{
  "formula": "C4H9N2",
  "method": "ωB97M-V with the def2-TZVPD basis set",
  "species": ["C", "C", "C", "C", "N", "N", "H", "H", "H", "H", "H", "H", "H", "H", "H"],
  "positions_angstrom": [[-1.877, -0.258, -1.426], [-2.413, 0.906, -1.420], [1.478, -0.298, 0.579], [2.163, 0.522, 1.573], [0.224, -0.511, 0.537], [-1.274, -1.325, -1.333], [-3.270, 1.128, -0.808], [-2.052, 1.698, -2.053], [2.087, -0.766, -0.191], [2.937, -0.068, 2.069], [1.486, 0.942, 2.314], [2.697, 1.330, 1.066], [-0.365, -0.101, 1.257], [-1.516, -2.121, -1.909], [-0.306, -1.078, -0.254]],
  "forces_ev_per_angstrom": [[-0.08, -0.67, -0.46], [-0.32, 0.76, 0.06], [0.03, -0.22, -0.24], [0.14, 0.29, 0.38], [0.08, -0.07, 0.35], [-0.09, -0.23, -0.13], [-0.19, -0.12, 0.18], [0.18, 0.04, -0.22], [-0.13, -0.02, -0.11], [-0.02, -0.06, 0.01], [0.01, -0.01, 0.01], [-0.03, 0.00, -0.04], [0.14, 0.05, 0.02], [-0.22, 0.01, -0.23], [0.49, 0.23, 0.42]],
  "gap_ev": 10.106,
  "spin_multiplicity": 1,
  "e_tot_ev": -7266.1285,
  "lumo_energy_ev": -3.85,
  "max_force_ev_per_a": 0.829,
  "total_charge": 1
}

6.
{
  "formula": "C4H9N2",
  "method": "ωB97M-V with the def2-TZVPD basis set",
  "species": ["C", "C", "C", "C", "N", "N", "H", "H", "H", "H", "H", "H", "H", "H", "H"],
  "positions_angstrom": [[-2.323, -0.093, 0.710], [-0.907, -0.165, 0.510], [2.376, -0.437, -0.566], [1.716, 0.550, 0.243], [-1.720, -1.249, 0.050], [-1.832, 0.775, -0.287], [-3.100, 0.110, 1.529], [3.371, -0.008, -0.544], [2.185, -0.367, -1.679], [2.628, -1.389, -0.297], [0.984, 1.255, -0.198], [1.991, 0.790, 1.330], [-1.621, -2.050, 0.636], [-1.957, 0.501, -1.344], [-1.790, 1.776, -0.091]],
  "forces_ev_per_angstrom": [[-1.41, -0.47, 2.76], [2.27, 1.19, 0.87], [-0.40, 2.93, -2.93], [-2.21, -0.01, 1.68], [-0.89, -0.75, -1.46], [0.09, 1.22, -3.88], [1.34, -0.52, -1.61], [1.12, 0.64, 0.21], [-0.50, -0.28, 1.39], [0.01, -2.61, 1.40], [1.13, -0.23, 0.09], [-0.42, -0.73, -1.71], [0.04, -0.59, 0.78], [-0.17, 0.53, 2.38], [0.01, -0.33, 0.02]],
  "gap_ev": 7.363,
  "spin_multiplicity": 1,
  "e_tot_ev": -7260.0635,
  "lumo_energy_ev": -5.75,
  "max_force_ev_per_a": 4.162,
  "total_charge": 1
}

7.
{
  "formula": "C4H9N2",
  "method": "ωB97M-V with the def2-TZVPD basis set",
  "species": ["C", "C", "C", "N", "N", "C", "H", "H", "H", "H", "H", "H", "H", "H", "H"],
  "positions_angstrom": [[2.243, -0.088, -0.015], [0.792, -0.256, -0.045], [-0.129, -1.230, -0.002], [-1.520, -0.896, -0.075], [-1.874, 0.530, 0.024], [-0.278, 1.019, -0.083], [2.705, -1.065, 0.112], [2.546, 0.559, 0.808], [2.606, 0.356, -0.941], [0.038, -2.294, -0.003], [-2.152, -1.533, 0.392], [-2.410, 0.833, -0.794], [-2.284, 0.829, 0.915], [-0.091, 1.702, 0.740], [-0.193, 1.535, -1.036]],
  "forces_ev_per_angstrom": [[0.36, -0.02, -0.04], [-5.79, 1.02, 0.30], [0.91, 0.58, -0.03], [-0.90, -0.48, -0.26], [4.76, -1.50, -0.05], [1.01, 0.45, -0.14], [0.11, 0.03, 0.00], [0.02, -0.04, 0.03], [0.07, 0.00, -0.06], [-0.04, -0.22, 0.09], [-0.15, 0.31, 0.05], [0.10, -0.15, 0.27], [0.04, -0.22, -0.20], [-0.26, 0.13, 0.01], [-0.24, 0.12, 0.04]],
  "gap_ev": 9.504,
  "spin_multiplicity": 1,
  "e_tot_ev": -7264.7279,
  "lumo_energy_ev": -3.57,
  "max_force_ev_per_a": 5.888,
  "total_charge": 1
}

8.
{
  "formula": "C4H9N2",
  "method": "ωB97M-V with the def2-TZVPD basis set",
  "species": ["C", "N", "C", "N", "C", "C", "H", "H", "H", "H", "H", "H", "H", "H", "H"],
  "positions_angstrom": [[-2.482, -0.003, 0.093], [-1.227, 0.014, 0.062], [-0.179, 0.979, -0.225], [0.848, -0.014, -0.472], [2.127, 0.089, 0.202], [0.020, -1.145, -0.180], [-3.022, -0.931, 0.230], [-3.056, 0.915, -0.021], [0.029, 1.625, 0.641], [-0.414, 1.619, -1.083], [2.763, 0.762, -0.370], [2.050, 0.454, 1.231], [2.596, -0.892, 0.207], [-0.298, -1.745, -1.029], [0.244, -1.725, 0.715]],
  "forces_ev_per_angstrom": [[-0.28, 0.38, 0.01], [1.60, -2.74, -0.54], [0.66, 1.38, -0.15], [-0.42, -0.14, -0.18], [0.16, 0.16, -0.01], [-1.70, 1.34, 0.42], [0.13, -0.13, 0.00], [0.13, 0.04, 0.09], [-0.05, -0.15, -0.02], [-0.12, -0.11, 0.10], [0.09, -0.02, 0.10], [-0.08, -0.01, 0.08], [0.06, 0.01, -0.03], [-0.12, -0.04, 0.04], [-0.08, 0.03, 0.10]],
  "gap_ev": 9.004,
  "spin_multiplicity": 1,
  "e_tot_ev": -7264.9792,
  "lumo_energy_ev": -4.76,
  "max_force_ev_per_a": 3.217,
  "total_charge": 1
}